A cluster of 2 separate species, C4H9N2O in total, computed with the ωB97M-V functional and the def2-TZVPD basis.

Calculated values
ΔE to the lowest compared entry with this formula, charge and spin: 1.631 eV
Total energy: -9309.0866 eV
Orbital gap (spin up / spin down): 10.233 / 9.069 eV
Multiplicity: 3
Net charge: +1
⟨S²⟩: 2.018

Positions of all 16 atoms, in Å:
C (2.973, -1.007, -0.013)
C (-0.170, -0.097, 0.017)
C (-2.360, -0.995, -0.022)
C (0.133, 2.241, 0.120)
N (2.373, 0.073, 0.103)
N (-0.929, -1.117, -0.019)
O (-0.636, 1.063, -0.006)
H (3.978, -1.093, -0.128)
H (2.457, -1.962, -0.201)
H (-2.678, -0.002, 0.573)
H (-2.859, -1.966, 0.382)
H (-2.591, -0.704, -1.061)
H (1.139, 1.992, 0.006)
H (-0.194, 2.731, 1.019)
H (-0.223, 2.854, -0.781)
H (-0.413, -2.012, 0.012)

A structure of composition C28H41BrFN6O3Ti, computed with the ωB97M-V functional and the def2-TZVPD basis.

Calculated values
ΔE to the lowest compared entry with this formula, charge and spin: 0.839 eV
Total energy: -140658.7398 eV
Orbital gap (spin up / spin down): 7.810 / 7.163 eV
Multiplicity: 3
Net charge: +1
⟨S²⟩: 2.010

Positions of all 81 atoms, in Å:
Ti (1.383, -0.602, -1.062)
C (2.739, 4.389, 4.344)
C (1.672, 4.809, 3.347)
C (0.455, 5.392, 4.042)
C (-0.569, 5.857, 3.026)
C (-0.935, 4.735, 2.106)
C (-2.151, 4.697, 1.469)
C (-2.481, 3.642, 0.614)
F (-3.676, 3.682, 0.015)
C (-1.632, 2.602, 0.387)
C (-0.384, 2.607, 1.036)
C (0.537, 1.516, 0.796)
O (0.166, 0.497, 0.101)
C (1.820, 1.622, 1.361)
C (2.094, 2.683, 2.197)
N (1.234, 3.663, 2.482)
C (-0.026, 3.668, 1.878)
C (2.935, 0.642, 1.099)
O (3.766, 0.410, 1.948)
O (2.915, 0.132, -0.104)
H (2.861, 5.194, 5.068)
H (3.714, 4.220, 3.894)
H (2.441, 3.493, 4.887)
H (2.081, 5.560, 2.659)
H (0.785, 6.226, 4.662)
H (0.024, 4.639, 4.707)
H (-0.158, 6.687, 2.442)
H (-1.469, 6.231, 3.515)
H (-2.875, 5.488, 1.615)
H (-1.884, 1.810, -0.300)
H (3.067, 2.727, 2.659)
C (-1.147, -4.803, -4.341)
C (-0.713, -3.453, -3.848)
C (-0.839, -2.303, -4.649)
C (-0.434, -1.069, -4.182)
C (0.083, -1.065, -2.897)
Br (1.234, 1.430, -2.734)
N (0.202, -2.094, -2.107)
C (-0.187, -3.301, -2.586)
H (-1.060, -4.869, -5.424)
H (-2.188, -4.995, -4.081)
H (-0.541, -5.593, -3.901)
H (-1.248, -2.401, -5.647)
H (-0.498, -0.163, -4.764)
H (-0.080, -4.139, -1.908)
N (1.419, -2.179, 0.607)
C (2.287, -3.385, 0.670)
C (2.942, -3.712, -0.661)
C (4.151, -2.838, -1.017)
C (4.105, -2.328, -2.446)
N (3.121, -1.227, -2.589)
H (1.532, -1.661, 1.474)
H (0.430, -2.437, 0.575)
H (1.688, -4.235, 1.012)
H (3.052, -3.209, 1.430)
H (2.184, -3.629, -1.445)
H (3.245, -4.761, -0.646)
H (5.068, -3.414, -0.880)
H (4.221, -1.980, -0.342)
H (3.812, -3.136, -3.122)
H (5.091, -1.982, -2.768)
H (2.836, -1.123, -3.557)
H (3.600, -0.355, -2.371)
C (-4.279, -0.007, -0.947)
C (-3.790, -1.126, -0.034)
C (-4.578, -2.403, -0.320)
C (-3.959, -0.710, 1.431)
N (-2.371, -1.355, -0.404)
N (-1.626, -2.192, 0.461)
H (-5.356, 0.132, -0.848)
H (-4.060, -0.246, -1.987)
H (-3.812, 0.945, -0.702)
H (-5.626, -2.275, -0.055)
H (-4.202, -3.245, 0.265)
H (-4.518, -2.663, -1.376)
H (-4.985, -0.395, 1.618)
H (-3.306, 0.131, 1.678)
H (-3.748, -1.529, 2.120)
H (-1.876, -0.473, -0.445)
H (-1.966, -3.143, 0.356)
H (-1.761, -1.954, 1.446)

The ion C4H11N2O with charge -2, computed with the ωB97M-V functional and the def2-TZVPD basis.

Calculated values
ΔE to the lowest compared entry with this formula, charge and spin: 1.379 eV
Total energy: -9348.1353 eV
Orbital gap (spin up / spin down): 3.215 / 6.837 eV
Multiplicity: 2
Net charge: -2
⟨S²⟩: 0.751

Positions of all 18 atoms, in Å:
N (-1.745, -1.781, 0.610)
C (-1.825, -0.614, 1.580)
C (-1.096, 0.571, 0.999)
N (0.385, 0.312, 0.900)
C (0.950, -0.042, -0.450)
C (1.947, 0.890, -1.243)
O (1.536, 0.989, -2.532)
H (-1.238, -1.527, -0.230)
H (-1.164, -2.579, 1.022)
H (-2.880, -0.414, 1.688)
H (-1.179, -0.961, 2.446)
H (-1.269, 1.600, 1.355)
H (-1.440, 0.686, -0.071)
H (0.495, -0.502, 1.499)
H (0.025, -0.049, -1.024)
H (1.353, -1.042, -0.514)
H (1.941, 1.929, -0.793)
H (3.001, 0.538, -1.056)

A structure of composition C2H4N4O2, computed with the ωB97M-V functional and the def2-TZVPD basis.

Calculated values
ΔE to the lowest compared entry with this formula, charge and spin: 3.913 eV
Total energy: -12189.5748 eV
Orbital gap: 9.412 eV

Positions of all 12 atoms, in Å:
C (-1.323, -0.286, -0.086)
C (0.666, -0.691, -0.108)
H (1.339, 1.385, 1.209)
H (1.247, 2.398, -0.307)
H (-2.909, 0.903, 0.478)
H (1.909, -2.197, 0.206)
N (1.379, 1.552, 0.173)
N (0.547, 0.652, -0.462)
N (-2.580, -0.270, 0.197)
N (-0.464, -1.322, -0.098)
O (-0.748, 1.009, -0.046)
O (2.021, -1.122, 0.160)

A cluster of 14 separate species, C16H60N26O14 in total, computed with the ωB97M-V functional and the def2-TZVPD basis.

Calculated values
ΔE to the lowest compared entry with this formula, charge and spin: 0.000 eV
Total energy: -84985.8499 eV
Orbital gap: 8.561 eV

Positions of all 116 atoms, in Å:
C (1.042, 0.776, 1.572)
C (0.542, -0.198, 0.551)
C (-0.972, -0.328, 0.537)
O (1.065, 0.091, -0.745)
H (2.114, 0.900, 1.709)
H (0.596, 0.592, 2.554)
H (0.577, 1.744, 1.328)
H (1.004, -1.162, 0.796)
H (-1.384, -0.444, 1.540)
H (-1.347, -1.113, -0.112)
H (-1.355, 0.650, 0.213)
H (1.001, 1.023, -0.992)
C (4.792, -1.630, -2.037)
O (5.174, -2.250, -3.031)
N (3.602, -1.003, -1.927)
N (5.522, -1.694, -0.888)
H (2.911, -1.239, -2.632)
H (3.265, -0.547, -1.095)
H (5.338, -1.149, -0.064)
H (6.344, -2.266, -0.965)
C (1.129, -4.118, -0.273)
O (1.504, -4.182, 0.910)
N (-0.208, -4.125, -0.551)
N (1.953, -3.814, -1.282)
H (-0.486, -3.494, -1.287)
H (-0.770, -4.392, 0.237)
H (2.916, -3.822, -0.988)
H (1.644, -3.826, -2.266)
C (-4.149, -2.096, 0.110)
O (-4.548, -0.924, 0.059)
N (-4.423, -3.002, 1.093)
N (-3.204, -2.543, -0.753)
H (-3.996, -3.897, 0.952)
H (-4.738, -2.703, 1.996)
H (-2.652, -3.342, -0.522)
H (-2.954, -1.974, -1.584)
C (1.351, 4.030, 0.902)
O (1.720, 3.706, 2.026)
N (2.080, 3.881, -0.230)
N (0.151, 4.647, 0.637)
H (1.586, 4.046, -1.087)
H (2.923, 3.297, -0.268)
H (-0.245, 4.529, -0.278)
H (-0.398, 5.110, 1.336)
C (-3.121, 4.421, -1.241)
O (-3.823, 3.932, -2.111)
N (-3.365, 5.642, -0.689)
N (-1.917, 3.879, -0.873)
H (-4.330, 5.885, -0.847)
H (-2.786, 6.045, 0.021)
H (-1.497, 4.160, -0.005)
H (-1.731, 2.954, -1.225)
C (4.796, 1.881, 0.872)
O (4.198, 2.037, -0.213)
N (5.900, 1.121, 0.982)
N (4.341, 2.451, 2.006)
H (6.148, 0.685, 0.110)
H (6.508, 1.094, 1.777)
H (3.421, 2.871, 2.105)
H (4.891, 2.301, 2.834)
C (-5.054, 2.835, 1.435)
O (-6.133, 2.470, 1.006)
N (-3.895, 2.136, 1.273)
N (-4.855, 4.067, 1.996)
H (-3.897, 1.339, 0.653)
H (-3.056, 2.417, 1.744)
H (-3.976, 4.328, 2.399)
H (-5.627, 4.700, 2.095)
C (-3.842, -0.377, 4.231)
O (-2.610, -0.392, 4.272)
N (-4.568, -0.640, 3.114)
N (-4.606, -0.431, 5.361)
H (-5.536, -0.860, 2.973)
H (-4.006, -0.488, 2.286)
H (-4.237, -0.477, 6.291)
H (-5.599, -0.411, 5.222)
C (3.958, -1.977, 2.133)
O (4.666, -1.024, 2.461)
N (2.650, -2.077, 2.497)
N (4.411, -3.052, 1.429)
H (2.240, -1.389, 3.098)
H (2.208, -2.957, 2.268)
H (5.385, -3.216, 1.259)
H (3.861, -3.897, 1.508)
C (1.577, -2.843, -4.578)
O (1.427, -3.883, -3.932)
N (1.687, -2.842, -5.927)
N (1.675, -1.652, -3.921)
H (1.556, -2.007, -6.465)
H (1.527, -3.749, -6.332)
H (1.999, -0.873, -4.464)
H (1.247, -1.645, -3.012)
C (-1.238, -3.675, 4.061)
O (-0.469, -4.612, 3.962)
N (-1.325, -2.614, 3.198)
N (-2.105, -3.510, 5.117)
H (-0.709, -2.485, 2.414)
H (-1.849, -1.799, 3.523)
H (-2.666, -2.683, 5.197)
H (-2.179, -4.242, 5.798)
C (-1.398, -1.048, -3.336)
O (-1.778, -1.923, -2.564)
N (-0.560, -0.045, -2.958)
N (-1.601, -1.040, -4.693)
H (-0.201, -0.126, -1.993)
H (-0.507, 0.793, -3.503)
H (-1.169, -0.399, -5.328)
H (-2.095, -1.825, -5.083)
C (0.865, 3.191, -2.899)
O (0.631, 2.616, -1.833)
N (2.024, 2.967, -3.594)
N (-0.017, 3.999, -3.514)
H (2.218, 3.313, -4.513)
H (2.642, 2.407, -3.026)
H (-0.892, 4.201, -3.055)
H (0.152, 4.299, -4.456)

A cluster of 2 separate species, CH4N2O2 in total, computed with the ωB97M-V functional and the def2-TZVPD basis.

Calculated values
ΔE to the lowest compared entry with this formula, charge and spin: 5.524 eV
Total energy: -8171.1611 eV
Orbital gap (spin up / spin down): 7.806 / 7.805 eV

Positions of all 9 atoms, in Å:
C (-0.379, -0.496, 0.030)
N (2.352, -0.853, -0.126)
N (0.680, 0.209, -0.525)
O (1.056, 1.453, -0.098)
O (3.083, -0.010, 0.162)
H (-0.127, -1.072, 0.934)
H (-1.219, 0.136, 0.319)
H (-0.625, -1.397, -0.554)
H (1.058, 1.699, 0.836)

An isolated molecule of C4H6N2, computed with the ωB97M-V functional and the def2-TZVPD basis.

Calculated values
ΔE to the lowest compared entry with this formula, charge and spin: 1.562 eV
Total energy: -7224.0290 eV
Orbital gap: 10.775 eV
SMILES: N#C[C@H]1CCN1

Positions of all 12 atoms, in Å:
N (-1.154, -0.418, -2.931)
C (-0.793, -0.095, -1.879)
C (-0.366, 0.320, -0.537)
C (-0.493, -0.667, 0.646)
C (0.822, -0.017, 1.116)
N (1.081, 0.340, -0.292)
H (-0.858, 1.275, -0.298)
H (-1.376, -0.594, 1.285)
H (-0.340, -1.695, 0.304)
H (1.581, -0.638, 1.595)
H (0.614, 0.855, 1.757)
H (1.554, 1.222, -0.465)

A structure of composition C30H36CsN5O4PS2Sb, computed with the ωB97M-V functional and the def2-TZVPD basis.

Calculated values
ΔE to the lowest compared entry with this formula, charge and spin: 0.971 eV
Total energy: -85385.3909 eV
Orbital gap: 4.594 eV
Net charge: -2

Positions of all 80 atoms, in Å:
Cs (0.813, -0.041, 0.552)
C (1.845, -5.310, -0.218)
C (1.127, -5.028, 1.072)
C (1.801, -5.068, 2.293)
C (1.103, -4.809, 3.453)
C (-0.249, -4.501, 3.365)
C (-0.829, -4.444, 2.110)
N (-0.166, -4.729, 0.989)
Sb (-2.898, -3.919, 1.913)
C (-2.855, -3.707, -0.231)
C (-3.807, -4.312, -1.041)
C (-3.760, -4.076, -2.408)
C (-2.773, -3.252, -2.911)
C (-1.848, -2.686, -2.031)
C (-0.757, -1.769, -2.504)
N (-1.897, -2.922, -0.723)
C (-2.781, -1.774, 2.200)
C (-2.281, -1.173, 3.347)
C (-2.203, 0.217, 3.379)
C (-2.646, 0.938, 2.284)
C (-3.193, 0.255, 1.198)
C (-3.711, 0.982, -0.010)
N (-3.267, -1.072, 1.180)
H (2.213, -6.340, -0.245)
H (2.701, -4.641, -0.313)
H (1.163, -5.154, -1.052)
H (2.865, -5.262, 2.314)
H (1.608, -4.803, 4.411)
H (-0.821, -4.261, 4.254)
H (-4.570, -4.948, -0.608)
H (-4.490, -4.527, -3.071)
H (-2.712, -3.038, -3.971)
H (-0.672, -1.769, -3.591)
H (0.193, -2.083, -2.070)
H (-0.948, -0.742, -2.179)
H (-1.897, -1.762, 4.168)
H (-1.771, 0.714, 4.238)
H (-2.562, 2.018, 2.242)
H (-4.335, 1.831, 0.280)
H (-4.296, 0.293, -0.618)
H (-2.888, 1.371, -0.619)
S (0.904, -1.235, 3.465)
C (2.549, -1.749, 3.740)
C (2.859, -1.974, 5.134)
N (3.052, -2.168, 6.256)
C (3.529, -2.013, 2.819)
S (3.424, -1.993, 1.080)
C (4.826, -2.387, 3.338)
N (5.877, -2.685, 3.713)
C (1.112, 1.975, -4.201)
C (1.458, 3.340, -3.610)
C (1.279, 4.423, -4.667)
C (2.888, 3.350, -3.078)
O (0.554, 3.705, -2.558)
P (0.014, 2.635, -1.451)
O (-1.193, 1.924, -1.940)
O (1.166, 1.823, -0.943)
O (-0.503, 3.671, -0.324)
C (0.239, 4.662, 0.401)
C (1.690, 4.271, 0.655)
C (0.170, 5.975, -0.375)
C (-0.498, 4.796, 1.729)
H (1.723, 1.795, -5.089)
H (0.056, 1.938, -4.470)
H (1.302, 1.182, -3.477)
H (1.954, 4.252, -5.509)
H (1.494, 5.404, -4.238)
H (0.250, 4.424, -5.031)
H (3.592, 3.126, -3.883)
H (2.995, 2.606, -2.290)
H (3.126, 4.334, -2.668)
H (2.241, 4.157, -0.277)
H (1.754, 3.325, 1.191)
H (2.164, 5.050, 1.257)
H (0.621, 5.851, -1.359)
H (0.699, 6.762, 0.168)
H (-0.870, 6.275, -0.510)
H (-0.454, 3.854, 2.277)
H (-1.545, 5.045, 1.550)
H (-0.045, 5.579, 2.342)

A structure of composition C30H24BrGeNOReTe, computed with the ωB97M-V functional and the def2-TZVPD basis.

Calculated values
ΔE to the lowest compared entry with this formula, charge and spin: 0.000 eV
Total energy: -170989.1412 eV
Orbital gap: 6.297 eV
Net charge: +3

Positions of all 60 atoms, in Å:
Re (0.676, 1.122, 2.329)
O (6.519, 2.932, 2.270)
C (5.297, 2.493, 2.124)
C (4.724, 2.118, 0.893)
C (3.429, 1.685, 0.854)
N (2.660, 1.602, 1.968)
C (3.255, 1.926, 3.122)
Br (2.029, 1.618, 4.564)
C (4.521, 2.382, 3.299)
H (7.024, 2.982, 1.445)
H (5.294, 2.163, -0.026)
H (2.970, 1.383, -0.078)
H (4.934, 2.629, 4.266)
Te (0.469, -2.192, 0.779)
C (-1.292, -3.108, 1.434)
C (-2.487, -2.410, 1.571)
C (-3.604, -3.106, 2.000)
C (-3.517, -4.470, 2.266)
C (-2.319, -5.149, 2.112)
C (-1.180, -4.470, 1.698)
H (-2.566, -1.357, 1.336)
H (-4.546, -2.589, 2.122)
H (-4.397, -5.006, 2.597)
H (-2.261, -6.208, 2.321)
H (-0.245, -5.004, 1.594)
C (0.625, -0.564, 2.066)
Ge (-0.417, -0.190, -0.937)
C (-2.251, -0.605, -1.316)
C (-2.506, -1.802, -1.991)
C (-3.803, -2.171, -2.300)
C (-4.860, -1.341, -1.940)
C (-4.618, -0.142, -1.280)
C (-3.319, 0.221, -0.965)
C (-0.235, 1.448, 0.176)
C (-1.110, 1.716, 1.287)
C (-1.136, 2.985, 1.920)
C (-0.332, 4.005, 1.415)
C (0.418, 3.808, 0.247)
C (0.447, 2.573, -0.368)
C (0.850, -0.240, -2.391)
C (0.528, 0.549, -3.500)
C (1.346, 0.562, -4.619)
C (2.493, -0.223, -4.647)
C (2.820, -1.014, -3.553)
C (2.004, -1.020, -2.432)
H (-1.689, -2.449, -2.296)
H (-3.994, -3.095, -2.829)
H (-5.875, -1.624, -2.186)
H (-5.442, 0.510, -1.023)
H (-3.154, 1.175, -0.471)
H (-1.813, 0.944, 1.619)
H (-1.815, 3.165, 2.744)
H (-0.330, 4.976, 1.895)
H (0.956, 4.641, -0.185)
H (1.003, 2.458, -1.293)
H (-0.383, 1.138, -3.522)
H (1.080, 1.166, -5.476)
H (3.122, -0.228, -5.526)
H (3.704, -1.636, -3.581)
H (2.297, -1.660, -1.606)

A structure of composition C3H7NO, computed with the ωB97M-V functional and the def2-TZVPD basis.

Calculated values
ΔE to the lowest compared entry with this formula, charge and spin: 2.121 eV
Total energy: -6760.6293 eV
Orbital gap: 10.593 eV

Positions of all 12 atoms, in Å:
C (0.287, -0.020, 0.389)
C (-0.776, -1.025, -0.055)
C (-0.743, 1.009, -0.040)
H (2.028, 0.822, -0.265)
H (2.119, -0.811, -0.232)
H (0.460, 0.014, 1.459)
H (-1.164, -1.728, 0.700)
H (-0.415, -1.556, -0.947)
H (-1.122, 1.690, 0.716)
H (-0.428, 1.622, -0.948)
N (1.495, -0.017, -0.406)
O (-1.740, 0.001, -0.370)